1.
29
Properties=species:S:1:pos:R:3 method="wB97M-V/def2-TZVPD" charge=+2 orbital_gap_ev="6.484 / 6.317" energy_ha=-2202.49815 lumo_energy_ev="-8.07 / -10.59" spin_multiplicity=5
Cr 0.1334 1.0603 -1.4961
C 0.1898 1.5527 0.3679
O 0.2314 2.0131 1.4314
C 0.0716 2.9608 -1.9409
O 0.0434 4.0557 -2.3060
C -1.7487 1.0075 -1.0547
O -2.7845 0.9364 -0.5106
C 2.0367 1.1992 -1.2175
O 3.0798 1.3858 -0.7659
C 0.0920 -0.1542 -3.2612
H 1.0251 -0.7183 -3.4632
H -0.8507 -0.7276 -3.3831
C 0.0761 1.2423 -3.5196
H -0.8586 1.6896 -3.9353
H 1.0037 1.7111 -3.9266
C 1.2194 -1.3469 2.8674
N 0.9098 -1.8668 1.5219
C -0.0713 -1.3401 0.7756
S 0.1329 -1.1816 -0.9182
N -1.2057 -0.9657 1.3813
C -1.5233 -1.4046 2.7174
H 0.5707 -1.8470 3.5880
H 1.0645 -0.2467 2.9293
H 2.2488 -1.5990 3.1138
H 1.7042 -2.1971 0.9741
H -1.9760 -0.6117 0.8151
H -1.2411 -0.6540 3.4644
H -2.5812 -1.6146 2.8375
H -0.9925 -2.3385 2.9138

2.
23
Properties=species:S:1:pos:R:3 method="wB97M-V/def2-TZVPD" charge=0 orbital_gap_ev=8.981 energy_ha=-549.63090 lumo_energy_ev=0.23 spin_multiplicity=1
C -0.9922 -0.3495 -1.1071
C -0.1992 0.1074 -0.2252
C 2.6318 -0.7541 1.4112
C 2.5088 -0.1751 0.2415
C -1.4343 -0.4473 0.3831
C 2.9991 -0.7391 -1.0170
C -3.4576 0.7550 -0.2970
C -2.6371 0.3497 0.9102
C 1.6917 1.0382 0.0673
F 1.5423 1.8608 1.2092
F 1.7833 1.8258 -1.0303
H -1.1635 -0.2176 -2.1823
H 2.1252 -0.5382 2.3316
H 3.1881 -1.6869 1.5243
H -1.2839 -1.4048 0.8849
H 3.7885 -1.4989 -0.8304
H 2.1951 -1.4175 -1.5301
H 3.1567 0.0948 -1.7340
H -2.8786 1.4052 -0.9913
H -4.3938 1.1381 -0.0883
H -3.6447 -0.3133 -0.8365
H -3.1727 -0.2929 1.4705
H -2.3528 1.2603 1.4360

3.
25
Properties=species:S:1:pos:R:3 method="wB97M-V/def2-TZVPD" charge=0 orbital_gap_ev=9.281 energy_ha=-614.24915 lumo_energy_ev=0.75 smiles="[H]/N=C(/N)NCCc1ccccc1F" spin_multiplicity=1
H -0.2100 0.6034 -3.1459
N 0.7838 0.3806 -3.4533
C 1.2711 -0.4143 -2.5809
N 2.5161 -1.0169 -2.6271
N 0.5589 -0.7026 -1.4135
C 1.2224 -1.1278 -0.2118
C 0.2293 -1.4074 0.8607
C -0.5833 -0.0684 1.1897
C 0.1373 0.9794 1.8858
C -0.6589 2.0288 2.2404
C -2.0150 2.1278 1.8400
C -2.6812 1.0974 1.2530
C -1.9957 -0.0458 0.9478
F -2.5315 -1.1249 0.3106
H 2.5871 -2.0134 -2.3806
H 2.9024 -0.8650 -3.6294
H -0.2496 -0.1920 -1.2776
H 2.0085 -0.3693 0.1314
H 1.7643 -1.9730 -0.5313
H 0.7450 -1.5551 1.7951
H -0.4809 -2.2479 0.5535
H 1.1809 0.8925 2.0949
H -0.2083 2.9121 2.8315
H -2.5717 3.0226 2.2523
H -3.7207 1.0793 1.0645

4.
26
Properties=species:S:1:pos:R:3 method="wB97M-V/def2-TZVPD" charge=0 orbital_gap_ev="8.198 / 6.082" energy_ha=-1012.21685 lumo_energy_ev="0.50 / -3.00" spin_multiplicity=3
C 1.9705 -2.0799 0.5242
C -0.1303 0.6357 1.1462
C 0.3298 0.5793 -0.2723
C -2.1187 -0.5331 0.7371
C 4.9891 0.0913 -0.1290
C -0.4051 -0.2952 -1.2248
C -1.2864 -1.2254 -0.4227
C -3.5809 -0.9655 1.0849
C 1.1465 1.5008 -0.7378
N 1.1014 -2.7777 0.7673
N -1.5748 0.3503 1.4263
N 3.0410 -1.3595 0.2883
F -2.2125 -1.7801 -1.3094
S 3.5215 0.0227 0.6681
H 0.0899 1.6550 1.7126
H 5.1816 -0.7373 -0.6803
H 5.6134 0.8962 -0.2155
H -0.8866 0.2836 -1.9006
H 0.4147 -0.9875 -1.7347
H -0.7344 -2.1219 -0.1039
H -3.9870 -0.0479 1.6271
H -3.6382 -1.8518 1.7473
H -4.2279 -1.1573 0.2825
H 1.7582 2.0781 -0.0235
H 1.3213 1.7350 -1.7722
H 0.5416 -0.0269 1.6882

5.
22
Properties=species:S:1:pos:R:3 method="wB97M-V/def2-TZVPD" charge=+1 orbital_gap_ev="6.695 / 8.120" energy_ha=-404.36705 lumo_energy_ev="-6.84 / -5.13" spin_multiplicity=1
C -3.4619 -0.2768 0.4107
C -2.3201 -0.0024 0.2409
C 0.5784 1.8901 -0.3629
C -0.7390 1.7135 -0.1805
C 1.2604 0.6491 -0.1172
C 2.5811 0.3684 -0.0251
C 0.1696 -0.4371 0.0020
C 0.0377 -1.0093 -1.3993
C 0.4044 -1.4495 1.0789
N -1.0343 0.4266 0.2083
H -4.4674 -0.2936 0.1465
H 1.1080 2.8712 -0.5473
H -1.5007 2.4663 -0.2817
H 2.9057 -0.7352 0.2595
H 3.3498 1.2373 -0.0865
H -0.9425 -1.3669 -1.4790
H 0.7289 -1.8387 -1.4746
H 0.2330 -0.1515 -2.1264
H -0.3287 -2.1526 0.9665
H 0.4897 -0.7532 1.9356
H 1.3930 -1.8015 0.9096
H -0.4450 0.6459 1.9221

6.
23
Properties=species:S:1:pos:R:3 method="wB97M-V/def2-TZVPD" charge=0 orbital_gap_ev="5.839 / 8.082" energy_ha=-459.38789 lumo_energy_ev="0.85 / -2.12" spin_multiplicity=3
C 3.1532 0.9095 1.0059
C 2.2162 1.3322 1.8501
C 2.5850 -0.7640 -0.8050
C -0.3304 -1.0527 -1.2025
C -0.2513 0.4587 -1.4007
C -1.3361 -1.3133 -0.0124
C -0.1072 1.2768 -0.2247
C -0.6286 -0.7970 1.2567
C 0.2332 0.4272 0.9733
N 2.8445 -0.0819 0.1013
N 1.0626 0.6831 1.8845
H 4.2618 1.2600 1.0700
H 2.4310 2.1038 2.7849
H -0.7341 -1.6349 -2.1003
H 0.6765 -1.5257 -0.9189
H 0.5180 0.7018 -2.0037
H -1.1625 0.7664 -2.0066
H -2.4034 -0.9295 -0.0936
H -1.6428 -2.3217 0.2220
H 0.5708 2.0158 -0.3692
H -0.9522 1.7449 0.0621
H -1.2891 -0.5995 2.0872
H -0.0914 -1.6942 1.6435

7.
24
Properties=species:S:1:pos:R:3 method="wB97M-V/def2-TZVPD" charge=0 orbital_gap_ev=10.009 energy_ha=-534.76117 lumo_energy_ev=0.84 smiles="C[C@H](c1ccccc1)N(C)N=O" spin_multiplicity=1
C -0.7214 2.0749 -0.9014
C -0.5805 1.0762 0.3375
C 0.7406 0.3138 0.1389
C 0.7863 -0.8051 -0.7022
C 2.1270 -1.3800 -0.8008
C 3.2196 -0.8301 -0.2289
C 3.1472 0.3973 0.4969
C 1.8381 0.8113 0.8265
N -1.7017 0.1330 0.4835
C -1.7933 -1.0732 1.4145
N -2.6347 0.0585 -0.5766
O -3.2198 -0.9693 -0.5395
H -0.9513 1.5474 -1.8009
H -1.4687 2.7815 -0.7845
H 0.3076 2.5331 -1.1425
H -0.6417 1.7794 1.2131
H -0.1062 -1.1723 -1.1559
H 2.2835 -2.1946 -1.5149
H 4.0734 -1.2598 -0.5155
H 4.0441 1.1019 0.8460
H 1.6357 1.7003 1.3411
H -1.2024 -0.8882 2.2365
H -1.6162 -2.0148 0.9375
H -2.8265 -1.0108 1.8216

8.
28
Properties=species:S:1:pos:R:3 method="wB97M-V/def2-TZVPD" charge=+2 orbital_gap_ev="6.105 / 6.330" energy_ha=-1609.41998 lumo_energy_ev="-10.27 / -10.03" spin_multiplicity=3
O 0.0092 4.6016 -5.5951
C 0.1026 3.5520 -5.1752
Ti 0.1600 -0.7195 -2.5769
C 1.7997 -1.0478 -3.5830
C -1.4955 -0.9846 -3.5453
O 2.7765 -1.3471 -4.1798
O -2.5112 -1.2554 -4.0474
C 2.3341 -0.6527 0.2850
N 1.1706 -0.2804 1.0791
C 1.0062 -0.9319 2.3994
C -0.0334 -0.1962 3.1758
C -1.3599 -0.0666 2.4413
N -1.0804 0.4376 1.0570
C -2.2223 0.9158 0.3131
C 0.0423 0.1426 0.4079
O 0.0838 0.1606 -0.8933
H 2.0710 -1.4048 -0.4719
H 3.1117 -1.0325 0.9276
H 2.6930 0.2394 -0.2331
H 0.7311 -2.0103 2.2480
H 2.0005 -0.9417 2.8919
H 0.3501 0.8367 3.2847
H -0.1870 -0.6388 4.1607
H -2.0540 0.5665 2.8816
H -1.8337 -1.0880 2.3482
H -3.0250 0.1525 0.2670
H -2.6558 1.7905 0.8386
H -1.9845 1.2026 -0.7061

9.
29
Properties=species:S:1:pos:R:3 method="wB97M-V/def2-TZVPD" charge=+3 orbital_gap_ev="4.178 / 5.606" energy_ha=-1659.06607 lumo_energy_ev="-15.10 / -13.68" spin_multiplicity=7
Tb -0.1622 -1.3809 -1.8798
O -0.9898 3.2301 -4.2915
C -1.0789 2.5584 -3.3127
C 1.6635 -1.6259 -3.3542
O 2.5427 -1.8068 -4.0899
C -2.0471 -2.2901 -3.1475
O -2.8383 -2.8877 -3.7832
C -0.2750 -0.3707 -4.2877
O -0.2647 -0.2287 -5.4533
C 2.6567 0.2827 1.0895
N 1.3634 0.2650 1.7521
C 1.3898 0.4529 3.1948
C 0.3071 0.0823 0.9755
O 0.5700 -0.1692 -0.2829
N -0.9952 0.1511 1.3215
C -1.4929 0.4703 2.6688
C -1.9813 -0.1406 0.2698
H 3.4583 0.4425 1.8013
H 2.7138 1.0468 0.3239
H 2.8793 -0.6409 0.5706
H 1.1215 1.4689 3.4978
H 0.7812 -0.2746 3.7213
H 2.4114 0.2928 3.5561
H -2.5285 0.8602 2.5251
H -1.5843 -0.4322 3.3266
H -0.8877 1.2784 3.1703
H -1.8568 0.5665 -0.5417
H -1.9056 -1.2007 -0.0381
H -2.9704 0.0002 0.6975

10.
24
Properties=species:S:1:pos:R:3 method="wB97M-V/def2-TZVPD" charge=0 orbital_gap_ev="6.820 / 6.663" energy_ha=-857.55844 lumo_energy_ev="-1.43 / -1.56" spin_multiplicity=1
C 0.7131 -1.7450 0.8721
C 1.9781 -1.1868 0.8121
C 3.0256 -0.6751 0.5271
C -1.7474 1.3312 -0.1559
C -0.2932 1.2691 -0.4197
C -2.1717 0.2401 0.8232
C -0.0121 -0.1119 -1.0383
C -1.8180 -1.1976 0.3549
C -0.3282 -1.2252 -0.0809
N 4.3002 1.6600 -0.5989
N 4.7676 0.8069 -0.0035
S 0.2816 -2.8516 -0.5377
H 0.3464 -2.0597 1.8031
H -1.8796 2.4119 0.3054
H -2.1120 1.1158 -1.1550
H -0.0590 1.9841 -1.2256
H 0.5062 1.1185 0.3712
H -1.6216 0.4498 1.7501
H -3.2811 0.4293 1.1023
H -0.6305 -0.2727 -1.9409
H 1.1094 -0.1847 -1.4109
H -1.9601 -1.9574 1.0659
H -2.4680 -1.3571 -0.4440
H 3.3545 2.0081 -0.7764